No. 1
ORCA calculation (the ωB97M-V functional and the def2-TZVPD basis) on 9 unconnected molecules or ions with the total composition C31H37F8INO27 in a non-equilibrium geometry.

```
105
Properties=species:S:1:pos:R:3:forces:R:3:lowdin_charge:R:1
C 6.45328 -0.84576 0.42176 0.468 0.656 -0.031 -0.1271
O 6.82743 -2.17144 0.70061 -0.275 -0.053 0.004 -0.1489
C 5.74384 -3.04292 0.81845 0.325 -0.906 -0.118 -0.2436
N 4.81836 -3.05308 -0.30369 -0.291 -0.210 0.277 -0.1393
C 5.28142 -3.90759 -1.41358 0.076 0.131 0.823 -0.1132
C 6.52786 -3.40865 -2.16399 1.245 0.443 -1.118 -0.7053
O 6.77293 -2.18383 -2.27473 -0.856 -0.474 0.365 -0.0577
O 7.21482 -4.33610 -2.67539 -0.494 -0.184 0.067 -0.1013
C 3.48430 -3.43193 0.11359 -0.554 0.479 0.101 -0.2963
C 2.41686 -2.31968 -0.12150 0.791 -0.390 -0.314 -0.6868
C 2.81634 -1.34428 -1.21987 -0.239 0.099 0.609 -0.1702
I 2.18195 -1.23338 1.74983 -0.246 0.057 -0.191 0.8481
H 5.84829 -0.76063 -0.47724 -0.111 -0.209 -0.002 0.0553
H 5.97535 -0.34908 1.27929 -0.192 -0.227 0.035 0.0772
H 7.37747 -0.30451 0.21836 0.063 -0.056 0.012 0.0845
H 5.20633 -2.88843 1.76264 -0.221 0.424 -0.158 0.1092
H 6.19348 -4.04754 0.89564 0.194 0.102 0.077 0.1352
H 5.50689 -4.90686 -1.00808 0.113 -0.009 -0.126 0.1133
H 4.44242 -4.05085 -2.09487 0.128 0.224 -0.285 0.1111
H 3.44020 -3.70268 1.17012 0.132 -0.130 0.008 0.0697
H 3.11994 -4.31728 -0.41710 0.188 -0.004 -0.202 0.1140
H 1.48464 -2.81440 -0.38618 -0.320 0.271 0.483 0.0697
H 3.13780 -1.88942 -2.10598 -0.052 0.033 -0.097 0.0844
H 1.97105 -0.68856 -1.42868 -0.002 0.005 -0.235 0.0603
H 3.64689 -0.73848 -0.87042 0.134 -0.018 -0.193 0.0448
C -2.81771 -2.45794 3.24175 -0.379 0.131 0.440 -0.0323
C -1.32924 -2.67333 3.23771 0.071 -0.493 0.008 -0.3045
O -1.01789 -2.63195 1.85192 -0.429 0.420 -0.141 0.0903
C -1.93744 -1.82644 1.26878 0.190 -0.222 -0.014 -0.5401
O -1.84238 -1.35285 0.18224 -0.039 -0.136 -0.014 0.1604
O -2.99849 -1.61784 2.09431 0.315 -0.157 -0.063 0.0504
F -1.00708 -3.89643 3.72670 0.028 0.018 -0.091 0.0857
H -3.37828 -3.38061 3.10818 0.208 -0.040 -0.052 0.1118
H -3.16783 -1.96704 4.14618 -0.032 0.189 -0.131 0.1418
H -0.75346 -1.91598 3.75856 0.205 -0.069 0.083 0.1300
C -1.87196 1.16791 6.19558 -0.271 -0.132 0.002 -0.0443
C -0.90720 2.03146 5.42064 0.069 0.350 0.222 -0.3125
O 0.28546 1.26617 5.44299 -0.322 -0.232 -0.059 0.1498
C -0.08882 -0.03501 5.51327 0.304 -0.021 -0.098 -0.5478
O 0.61916 -0.94994 5.25392 -0.096 -0.091 0.181 0.1497
O -1.39586 -0.14849 5.88048 0.104 0.169 -0.040 0.0585
F -0.68861 3.21202 6.05284 0.055 -0.019 -0.031 0.0777
H -1.80402 1.33824 7.27116 0.151 0.069 -0.028 0.1423
H -2.90475 1.29515 5.88071 0.030 -0.201 -0.119 0.1394
H -1.18557 2.21929 4.38691 -0.015 0.149 0.021 0.1376
C -2.83902 1.38464 -0.58580 0.207 -0.260 -0.413 -0.0368
C -3.15146 1.24435 0.88050 0.425 0.118 0.067 -0.2988
O -4.14032 2.25084 1.08548 -0.291 -0.315 -0.180 0.1326
C -4.78260 2.41009 -0.09422 0.048 0.087 -0.076 -0.5491
O -5.82139 2.98210 -0.22006 0.057 -0.023 0.082 0.1424
O -4.10124 1.83802 -1.10855 -0.061 0.118 0.288 0.0873
F -2.07142 1.51779 1.65371 -0.402 -0.377 -0.120 0.0797
H -2.07895 2.14062 -0.77303 0.001 0.107 0.183 0.1378
H -2.53214 0.44801 -1.04219 -0.292 0.053 -0.030 0.1248
H -3.56164 0.27597 1.15938 0.041 0.123 0.068 0.1497
C -1.13138 6.34108 0.81422 0.106 0.417 0.079 -0.0358
C -2.31425 5.54160 0.33356 0.175 -0.073 -0.327 -0.2962
O -2.00702 4.23996 0.80379 -0.105 0.168 0.298 0.1116
C -1.24822 4.38610 1.92839 0.350 0.028 0.227 -0.5149
O -1.02426 3.53014 2.71710 0.087 0.404 -0.047 0.1668
O -0.77834 5.65327 2.02229 -0.258 -0.140 -0.182 0.0904
F -2.39173 5.50973 -1.01948 -0.058 -0.107 0.059 0.0817
H -0.29685 6.30040 0.11708 -0.105 -0.060 -0.112 0.1160
H -1.37747 7.38105 1.01062 0.051 -0.047 0.223 0.1480
H -3.27653 5.85971 0.73983 -0.052 -0.036 -0.122 0.1791
C -4.94840 -6.44218 2.10167 0.116 0.095 -0.486 -0.0438
C -5.99426 -7.07571 2.98663 0.288 -0.284 0.193 -0.3142
O -5.77003 -6.43745 4.23129 -0.192 0.226 -0.420 0.1399
C -5.26008 -5.20592 3.95467 0.133 0.221 0.271 -0.5440
O -5.20172 -4.31801 4.73572 0.084 0.037 -0.047 0.1843
O -4.83454 -5.12872 2.66398 -0.288 -0.372 0.254 0.0524
F -5.79202 -8.40732 3.12859 -0.066 0.033 0.035 0.0785
H -3.98639 -6.95157 2.16945 -0.080 -0.120 0.146 0.1494
H -5.25002 -6.39335 1.05852 -0.016 0.228 0.031 0.1418
H -7.02359 -6.89993 2.66893 -0.022 -0.129 0.017 0.1737
C 6.88951 -4.57665 -6.41741 0.362 0.217 0.322 -0.0411
C 6.47931 -5.81858 -7.16701 -0.025 -0.170 0.436 -0.3237
O 5.09020 -5.89227 -6.90751 0.089 0.282 -0.344 0.1242
C 4.65942 -4.60823 -6.71264 -0.157 0.220 0.226 -0.5538
O 3.52029 -4.27711 -6.73775 -0.022 -0.085 0.005 0.1652
O 5.70082 -3.77624 -6.50820 -0.021 -0.322 -0.191 0.0825
F 7.08064 -6.93194 -6.67577 -0.036 -0.045 -0.121 0.0695
H 7.11667 -4.77554 -5.36403 -0.088 -0.082 -0.001 0.1375
H 7.73753 -4.06946 -6.87046 -0.174 0.194 -0.067 0.1380
H 6.64280 -5.77330 -8.24661 0.054 -0.150 0.004 0.1660
C 3.17516 5.63806 -2.59924 0.115 -0.225 -0.334 -0.0456
C 2.81866 5.42843 -1.14884 0.339 0.229 0.232 -0.3077
O 1.91779 6.50061 -0.89633 -0.150 -0.403 -0.353 0.1110
C 1.30706 6.78258 -2.08682 -0.090 0.249 -0.157 -0.5545
O 0.32027 7.43055 -2.19053 -0.001 0.040 0.076 0.1772
O 1.97274 6.21743 -3.11973 0.029 -0.010 0.304 0.0796
F 3.89719 5.56133 -0.34471 -0.084 0.015 0.049 0.0849
H 4.00055 6.34073 -2.71964 -0.001 0.025 0.189 0.1459
H 3.41786 4.71226 -3.11402 -0.201 0.023 -0.101 0.1447
H 2.32366 4.47914 -0.93626 0.081 -0.012 0.101 0.1779
C -6.83058 5.23214 -1.97249 0.300 -0.156 0.219 -0.0510
C -6.91464 5.24178 -3.47689 -0.450 0.019 0.038 -0.3086
O -7.30455 6.57665 -3.75671 0.434 -0.035 0.108 0.1276
C -6.81551 7.35106 -2.74317 -0.063 0.212 0.142 -0.5534
O -6.72844 8.53196 -2.78314 -0.072 0.006 -0.012 0.1741
O -6.43888 6.58477 -1.69115 -0.114 -0.052 -0.325 0.0712
F -7.87352 4.39723 -3.93447 0.031 0.052 -0.079 0.0716
H -7.79637 5.02982 -1.50782 -0.072 -0.019 -0.166 0.1494
H -6.10331 4.52339 -1.59191 0.026 0.217 0.057 0.1021
H -5.97328 5.02503 -3.98466 -0.072 -0.092 -0.083 0.1745
```
Forces are in eV/Å.

Computed properties:
E_LUMO in Ha: 0.0531
Energy in eV: -119362.3770
Total charge: -1

=====

No. 2
ORCA calculation (the ωB97M-V functional and the def2-TZVPD basis) on a molecular structure, C13H19Cl2NTc in a non-equilibrium geometry.

```
36
Properties=species:S:1:pos:R:3:forces:R:3:lowdin_spin:R:1
Tc 0.00000 0.00000 0.00000 -3.102 -4.180 -0.015 1.9541
Cl -1.40225 -1.65646 -0.86641 -0.157 -0.092 -0.272 0.0497
Cl -1.13293 -0.46600 2.04187 0.412 0.033 -0.444 0.0738
C -0.74187 1.66902 0.00418 -1.713 3.181 -0.256 0.5203
H -0.63130 2.43547 -0.76985 0.084 -0.225 0.300 0.0704
H -1.43673 1.92304 0.81389 0.328 -0.053 -0.233 0.0585
C 1.33122 -0.48000 -1.99699 0.262 1.150 -0.597 0.0413
C 1.10003 0.88094 -1.99062 0.396 -1.090 -0.751 0.0504
H 2.13474 -0.88401 -1.38605 0.030 0.011 0.169 0.0135
C 0.22398 1.52441 -3.03461 -0.191 0.162 -0.084 0.0097
H 1.77421 1.53788 -1.44938 -0.120 -0.005 0.153 0.0109
C -0.69934 0.51284 -3.71821 0.104 -0.061 0.032 0.0017
H -0.35517 2.35007 -2.60313 0.150 -0.230 -0.114 0.0027
H 0.88620 1.99246 -3.78114 -0.023 -0.135 0.134 0.0018
C 0.12396 -0.67274 -4.23177 0.025 0.079 0.069 0.0007
H -1.44309 0.15559 -2.99713 0.062 0.077 -0.098 0.0010
H -1.23427 0.99648 -4.54317 0.094 -0.061 0.141 -0.0001
C 0.83264 -1.40551 -3.07928 -0.144 -0.128 -0.086 0.0051
H -0.51332 -1.37816 -4.77529 0.107 0.092 0.098 0.0001
H 0.87108 -0.29940 -4.94621 -0.096 -0.056 0.091 0.0002
H 0.16862 -2.15744 -2.64362 0.181 0.122 -0.090 0.0012
H 1.71183 -1.94392 -3.46093 -0.104 0.109 0.087 0.0012
N 1.51194 0.87477 0.94680 2.804 0.931 0.253 0.0684
C 1.59992 0.64814 2.34905 0.462 -0.025 2.424 0.0130
C 1.31562 1.68457 3.25774 0.236 -0.612 -0.167 0.0054
C 1.39307 1.45669 4.63471 0.134 -0.573 -0.421 0.0011
C 1.75712 0.19688 5.11696 -0.070 0.107 -0.425 -0.0013
C 2.04453 -0.83832 4.22296 -0.149 0.630 -0.379 0.0008
C 1.96677 -0.61670 2.84398 0.041 0.690 0.275 0.0041
H 1.55110 1.88357 0.73618 -0.009 -0.324 0.230 0.0239
H 2.31074 0.40230 0.50186 0.070 0.531 0.323 0.0070
H 1.02802 2.66494 2.89902 -0.035 -0.027 -0.120 0.0058
H 1.16841 2.25712 5.32790 0.001 -0.002 -0.064 0.0001
H 1.81544 0.02308 6.18347 -0.002 -0.006 -0.020 0.0000
H 2.32633 -1.81330 4.59838 -0.013 0.009 -0.065 0.0000
H 2.18824 -1.42647 2.16026 -0.054 -0.027 -0.076 0.0035
```
Forces are in eV/Å.

Computed properties:
2S+1: 4
E_LUMO (alpha / beta) in Ha: 0.0087 / -0.0498
Energy in eV: -42520.5627
<S²>: 3.77
Total charge: 0

=====

No. 3
ORCA calculation (the ωB97M-V functional and the def2-TZVPD basis) on a molecular structure, C28H21BF2N6O5PbSe.

```
65
Properties=species:S:1:pos:R:3:forces:R:3:nbo_charge:R:1
Pb 0.06128 0.11322 0.68311 0.114 -0.002 -0.044 1.4462
O 1.24272 -4.40026 1.17504 -0.074 0.062 0.033 -0.6999
C 2.33134 -4.42826 0.38570 0.087 -0.002 0.021 0.4162
C 2.96288 -5.66262 0.21450 -0.030 0.016 -0.008 -0.3081
C 4.11388 -5.76777 -0.54222 0.016 0.034 -0.007 -0.2078
C 4.66084 -4.63651 -1.14176 0.008 -0.044 -0.002 -0.2829
C 4.03818 -3.41303 -0.97078 -0.056 0.037 -0.019 -0.1544
C 2.87263 -3.27934 -0.21674 0.042 -0.051 0.010 -0.1952
C 2.24526 -1.94578 -0.01813 -0.095 0.036 0.002 0.5044
O 0.97048 -1.93212 0.32349 -0.074 -0.116 0.017 -0.9010
N 2.97636 -0.90144 -0.17722 0.041 -0.006 -0.027 -0.3921
N 2.34240 0.31390 0.07330 -0.003 0.011 -0.047 -0.5344
C 3.15796 1.31314 -0.31034 0.008 0.023 0.065 0.0120
C 3.13454 2.70916 -0.13772 0.056 0.092 -0.019 -0.1867
C 4.24745 3.42150 -0.69951 -0.018 -0.013 0.011 -0.1953
C 4.43157 4.77372 -0.57221 0.005 -0.012 -0.006 -0.2447
C 3.51192 5.55150 0.14001 -0.021 0.025 0.027 -0.3064
C 2.40554 4.90584 0.69049 0.055 0.003 0.015 -0.2736
C 2.20896 3.55115 0.54591 0.018 -0.015 -0.091 0.3224
O 1.06735 2.98288 1.11644 0.096 -0.054 0.120 -0.7428
H 0.82412 -3.51485 1.06862 -0.012 -0.018 -0.081 0.5243
H 2.51772 -6.52674 0.69098 -0.005 -0.002 0.002 0.2095
H 4.58587 -6.73575 -0.66690 0.001 0.000 -0.005 0.1924
H 5.56136 -4.71025 -1.73895 0.002 -0.004 0.001 0.1941
H 4.44366 -2.51409 -1.41625 0.002 0.000 0.002 0.2264
H 4.05490 0.95703 -0.81132 -0.012 -0.008 0.000 0.1723
H 4.97707 2.83682 -1.24834 -0.001 -0.003 0.001 0.1933
H 5.30147 5.23592 -1.02599 0.000 0.000 0.000 0.1908
H 3.64163 6.61904 0.25772 -0.001 -0.002 0.003 0.1911
H 1.66757 5.47530 1.24110 -0.025 -0.003 0.018 0.2042
C -3.45164 -0.90737 -2.48046 0.082 0.013 0.002 -0.7224
C -2.29274 -0.10588 -1.92863 -0.003 0.007 0.126 0.6212
O -1.62217 -0.62817 -1.03262 0.006 0.051 -0.233 -0.6433
C -2.02562 1.22894 -2.47463 -0.055 -0.048 0.073 -0.3149
C -2.84159 1.70480 -3.51991 -0.022 -0.027 -0.036 -0.1329
C -2.62779 2.91013 -4.13888 0.041 0.044 -0.010 -0.3146
C -1.53925 3.69315 -3.71900 -0.057 -0.025 0.001 -0.1926
C -0.73096 3.27556 -2.69853 -0.024 -0.002 0.056 -0.2491
C -0.95345 2.04647 -2.00800 0.260 -0.213 -0.152 0.4296
O -0.14505 1.73686 -1.05016 -0.216 0.355 0.180 -0.8215
H -3.48766 -1.86465 -1.97242 -0.046 -0.041 0.029 0.2656
H -3.34818 -1.05647 -3.55710 0.005 -0.007 0.025 0.2144
H -4.39538 -0.39057 -2.29977 0.000 0.002 0.013 0.2390
H -3.66628 1.08948 -3.85395 0.009 0.026 0.010 0.2051
H -3.27475 3.24158 -4.94076 -0.002 0.001 0.004 0.1958
H -1.33498 4.64003 -4.20760 0.006 -0.002 -0.001 0.1948
H 0.11324 3.86518 -2.36639 0.010 0.029 -0.006 0.2152
F -0.41288 4.55249 0.10707 0.081 0.043 -0.122 -0.5024
B -0.16196 3.43630 0.78768 -0.264 -0.239 -0.154 1.4199
F -1.22287 2.86183 1.36723 0.026 0.004 0.109 -0.5024
Se -6.62070 -2.90283 -0.02214 0.043 -0.037 0.066 -0.1695
N -5.58658 -3.86618 1.09960 -0.013 0.014 -0.064 -0.7060
C -4.55610 -3.16983 1.69914 -0.157 0.074 0.052 0.1097
C -4.68182 -2.64937 2.98928 0.095 0.051 0.028 -0.2166
C -3.61163 -2.01580 3.60978 -0.068 -0.059 -0.070 -0.2722
C -2.41771 -1.91166 2.92096 -0.013 -0.007 0.041 -0.0193
N -2.26026 -2.39435 1.68990 0.104 0.007 0.096 -0.4524
C -3.28322 -3.00217 1.10788 0.087 -0.010 -0.052 0.3098
N -3.08271 -3.48422 -0.19744 -0.062 -0.109 -0.090 -0.5304
H -5.64081 -2.75072 3.48218 -0.007 -0.001 -0.006 0.2093
H -3.70566 -1.60256 4.60667 -0.006 -0.004 0.006 0.1968
H -1.54885 -1.42960 3.35880 -0.027 0.024 0.026 0.1755
N -0.96282 -3.99198 -1.26629 0.009 -0.305 -0.053 -0.7453
C -1.99110 -3.68265 -0.69440 0.087 0.274 0.058 0.7200
H -0.34213 -3.25138 -1.56699 -0.039 0.134 0.055 0.4123
```
Forces are in eV/Å.

Computed properties:
E_LUMO (alpha / beta) in Ha: 0.1584 / 0.1580
Relative energy (zero: lowest compared OMol25 entry of this formula, charge and spin) in kJ/mol: 48.8
Energy in eV: -125265.4708
Total charge: -2

=====

What did the second record say?
ORCA calculation (the ωB97M-V functional and the def2-TZVPD basis) on a molecular structure, C13H19Cl2NTc in a non-equilibrium geometry.

```
36
Properties=species:S:1:pos:R:3:forces:R:3:lowdin_spin:R:1
Tc 0.00000 0.00000 0.00000 -3.102 -4.180 -0.015 1.9541
Cl -1.40225 -1.65646 -0.86641 -0.157 -0.092 -0.272 0.0497
Cl -1.13293 -0.46600 2.04187 0.412 0.033 -0.444 0.0738
C -0.74187 1.66902 0.00418 -1.713 3.181 -0.256 0.5203
H -0.63130 2.43547 -0.76985 0.084 -0.225 0.300 0.0704
H -1.43673 1.92304 0.81389 0.328 -0.053 -0.233 0.0585
C 1.33122 -0.48000 -1.99699 0.262 1.150 -0.597 0.0413
C 1.10003 0.88094 -1.99062 0.396 -1.090 -0.751 0.0504
H 2.13474 -0.88401 -1.38605 0.030 0.011 0.169 0.0135
C 0.22398 1.52441 -3.03461 -0.191 0.162 -0.084 0.0097
H 1.77421 1.53788 -1.44938 -0.120 -0.005 0.153 0.0109
C -0.69934 0.51284 -3.71821 0.104 -0.061 0.032 0.0017
H -0.35517 2.35007 -2.60313 0.150 -0.230 -0.114 0.0027
H 0.88620 1.99246 -3.78114 -0.023 -0.135 0.134 0.0018
C 0.12396 -0.67274 -4.23177 0.025 0.079 0.069 0.0007
H -1.44309 0.15559 -2.99713 0.062 0.077 -0.098 0.0010
H -1.23427 0.99648 -4.54317 0.094 -0.061 0.141 -0.0001
C 0.83264 -1.40551 -3.07928 -0.144 -0.128 -0.086 0.0051
H -0.51332 -1.37816 -4.77529 0.107 0.092 0.098 0.0001
H 0.87108 -0.29940 -4.94621 -0.096 -0.056 0.091 0.0002
H 0.16862 -2.15744 -2.64362 0.181 0.122 -0.090 0.0012
H 1.71183 -1.94392 -3.46093 -0.104 0.109 0.087 0.0012
N 1.51194 0.87477 0.94680 2.804 0.931 0.253 0.0684
C 1.59992 0.64814 2.34905 0.462 -0.025 2.424 0.0130
C 1.31562 1.68457 3.25774 0.236 -0.612 -0.167 0.0054
C 1.39307 1.45669 4.63471 0.134 -0.573 -0.421 0.0011
C 1.75712 0.19688 5.11696 -0.070 0.107 -0.425 -0.0013
C 2.04453 -0.83832 4.22296 -0.149 0.630 -0.379 0.0008
C 1.96677 -0.61670 2.84398 0.041 0.690 0.275 0.0041
H 1.55110 1.88357 0.73618 -0.009 -0.324 0.230 0.0239
H 2.31074 0.40230 0.50186 0.070 0.531 0.323 0.0070
H 1.02802 2.66494 2.89902 -0.035 -0.027 -0.120 0.0058
H 1.16841 2.25712 5.32790 0.001 -0.002 -0.064 0.0001
H 1.81544 0.02308 6.18347 -0.002 -0.006 -0.020 0.0000
H 2.32633 -1.81330 4.59838 -0.013 0.009 -0.065 0.0000
H 2.18824 -1.42647 2.16026 -0.054 -0.027 -0.076 0.0035
```
Forces are in eV/Å.

Computed properties:
2S+1: 4
E_LUMO (alpha / beta) in Ha: 0.0087 / -0.0498
Energy in eV: -42520.5627
<S²>: 3.77
Total charge: 0

=====

> The highest total charge belongs to which entry?

C13H19Cl2NTc